(1)
The following is a quantum chemistry calculation of an isolated ion of composition C3H7ClNO2S and charge -1 in a non-equilibrium geometry, from OMol25.

Structure (XYZ):
```
15
Properties=species:S:1:pos:R:3:forces:R:3
C -1.7353 0.6559 0.4257 0.7 1.2 0.8
C -0.5238 0.4070 -0.4095 1.6 2.1 -1.9
C 0.6014 -1.5538 0.3875 1.3 -0.3 -1.1
N 0.5022 -0.1522 0.3928 0.8 1.8 1.1
O 2.3297 0.2175 -1.4603 -0.3 0.5 0.1
O 1.9991 1.9759 0.3215 -0.2 -0.7 -0.8
S 2.1780 0.5329 -0.0169 0.1 0.0 1.0
Cl -3.0945 1.3449 -0.5637 -0.1 -0.7 0.1
H -1.8701 -0.3275 0.8975 -1.2 0.6 0.2
H -1.5323 1.4997 1.1386 -0.1 -1.3 -0.3
H -0.0547 1.4283 -0.8012 -1.3 -2.0 0.3
H -0.7862 -0.2845 -1.2382 0.0 0.6 -0.1
H 1.3346 -1.8004 -0.3893 0.3 -0.6 0.0
H 0.9393 -1.9769 1.3203 -0.2 -0.3 0.4
H -0.2873 -1.9667 -0.0048 -1.3 -0.9 0.1
```
Forces are in eV/Å.

- HOMO: -3.85 eV
- Frontier orbital gap: 7.232 eV
- Charge: -1


(2)
The following is a quantum chemistry calculation of C3H7ClNOS as an isolated structure in a non-equilibrium geometry, from OMol25.

Structure (XYZ):
```
14
Properties=species:S:1:pos:R:3:forces:R:3
C 0.3275 -1.7792 1.6430 1.2 -2.7 3.3
C -0.9609 0.6239 0.5333 1.2 -1.2 -0.6
C 1.0334 -0.4153 -0.7829 0.6 -0.4 2.6
N -0.0927 -0.5127 0.1873 -1.2 1.6 -5.6
O -2.1155 -1.9657 0.7952 -2.1 -0.4 0.7
S -0.8419 -2.1633 0.2248 3.5 1.6 0.8
Cl 2.0681 -1.9717 1.7816 -2.4 0.1 -0.2
H -0.2773 -1.0904 2.2847 1.0 -0.9 0.0
H -0.4202 1.0683 1.3548 -0.4 0.6 0.6
H -1.8953 0.1596 0.7409 -0.9 0.1 0.9
H -1.1371 1.3364 -0.2570 0.5 0.2 -0.5
H 1.4951 -1.4009 -1.0358 -0.6 0.8 0.3
H 1.7501 0.2066 -0.2258 0.2 -0.1 -0.6
H 0.6642 0.1103 -1.6025 -0.4 0.8 -1.7
```
Forces are in eV/Å.

- HOMO (spin up / spin down): -12.24 / -15.53 eV
- Frontier orbital gap (spin up / spin down): 7.615 / 7.253 eV
- Charge: +1
- 2S+1: 3


(3)
The following is a quantum chemistry calculation of a 2-piece molecular cluster, C3H7ClOS overall in a non-equilibrium geometry, from OMol25.

Structure (XYZ):
```
13
Properties=species:S:1:pos:R:3:forces:R:3
C 1.7409 0.1035 -0.1784 -0.9 -0.3 -1.8
C 0.6803 0.8007 0.5768 -2.1 -3.8 0.8
C -1.3821 -0.0838 -0.0572 2.4 0.7 -0.2
O -1.4984 -0.4985 -1.4121 -0.3 1.4 0.8
S -1.6883 -1.4625 1.0344 1.6 -0.8 -0.1
Cl -2.4363 1.2450 0.4162 -0.3 0.0 -0.4
H 2.3416 -0.5202 0.4429 0.5 -0.5 0.4
H 2.3726 0.7452 -0.7768 0.2 0.3 0.0
H 1.2047 -0.5261 -0.9265 0.6 0.0 0.3
H 0.5387 1.8199 0.4113 -0.5 1.5 0.1
H 0.6527 0.3429 1.6050 -0.6 1.3 -0.9
H -2.0932 0.1079 -1.9236 0.8 -0.5 0.8
H -0.4333 -2.0739 0.7880 -1.5 0.6 0.2
```
Forces are in eV/Å.

- HOMO (spin up / spin down): -8.27 / -8.27 eV
- Frontier orbital gap (spin up / spin down): 8.696 / 8.694 eV


(4)
The following is a quantum chemistry calculation of C3H7CrFO2 as an isolated structure in a non-equilibrium geometry, from OMol25.

Structure (XYZ):
```
14
Properties=species:S:1:pos:R:3:forces:R:3
O 0.6462 1.4750 0.9861 -2.9 2.9 1.3
Cr 2.1527 0.3463 0.3759 -0.2 -0.5 0.0
F 3.7968 -0.1171 -0.0277 0.4 -0.3 -0.2
C 0.0791 -1.4667 -1.2107 -0.2 -0.6 -1.0
O 0.2008 -0.5852 -0.0953 1.4 1.7 -0.2
C -0.7417 0.4729 -0.0363 -5.1 1.2 1.0
C -0.8242 1.1307 1.3049 2.8 -4.4 2.8
H 0.3962 -2.4586 -0.8764 0.0 0.3 0.0
H -0.9703 -1.5112 -1.5312 0.3 0.0 0.1
H 0.7008 -1.1109 -2.0427 -0.2 -0.2 0.2
H -0.6830 0.5366 2.2396 0.0 0.0 -0.6
H -1.6882 0.0611 -0.4132 -0.3 -0.4 0.7
H -1.2774 1.6176 -0.2121 3.2 -1.1 -3.1
H -1.7877 1.6094 1.5392 0.7 1.5 -0.9
```
Forces are in eV/Å.

- HOMO (spin up / spin down): -14.17 / -15.26 eV
- Frontier orbital gap (spin up / spin down): 9.395 / 6.924 eV
- Charge: +1
- 2S+1: 6


(5)
The following is a quantum chemistry calculation of one molecule with the formula C3H7F2N in a non-equilibrium geometry, from OMol25.

Structure (XYZ):
```
13
Properties=species:S:1:pos:R:3:forces:R:3
C 0.5890 -0.7651 -0.5114 3.7 -0.6 0.5
N -0.3881 0.1740 -0.2860 -3.9 2.2 -1.1
C -0.1257 1.2541 0.6890 -1.0 -2.4 -0.3
C -1.7864 -0.3202 -0.3378 4.0 -2.8 -3.3
F -2.6665 0.6571 -0.5600 0.0 -0.2 0.2
F -2.1032 -0.9815 0.7844 -0.8 0.1 1.1
H 1.6559 -0.3952 -0.6053 -1.2 0.8 0.1
H 0.7189 -1.3753 0.3497 0.0 -1.5 0.8
H 0.5877 -1.3379 -1.4104 -1.1 -0.6 -0.7
H 0.7349 1.7781 0.2836 0.1 0.3 0.8
H -1.0474 1.8180 0.6750 0.2 0.8 0.2
H -0.0673 0.7395 1.6875 0.7 1.1 -0.5
H -1.7444 -1.2550 -1.2215 -0.6 3.0 2.1
```
Forces are in eV/Å.

- HOMO: -8.91 eV
- Frontier orbital gap: 9.925 eV
- Structure (SMILES): CN(C)C(F)F


(6)
The following is a quantum chemistry calculation of one molecule with the formula C3H7F2O2P in a non-equilibrium geometry, from OMol25.

Structure (XYZ):
```
15
Properties=species:S:1:pos:R:3:forces:R:3
C -0.4274 1.5972 1.3900 -2.1 0.2 -4.2
C 0.6816 1.0754 0.4439 -0.3 -0.4 0.9
O 0.6416 1.5297 -0.8591 0.8 1.4 -0.3
O 0.7693 -0.3499 0.3811 -0.7 -0.7 0.3
P -0.6494 -1.1584 0.2207 0.2 -2.1 -0.4
C -0.4362 -2.1532 -1.5022 0.5 2.1 2.4
F -0.8743 -1.2153 -2.3624 -0.5 0.1 -1.2
F 0.8691 -2.3788 -1.8432 -0.7 -0.7 0.2
H -0.4675 1.0940 2.2885 -0.1 -1.6 1.7
H -0.3724 2.6242 1.6531 0.7 1.1 -0.2
H -1.4346 1.5355 0.8077 1.5 -0.2 1.3
H 1.5910 1.2685 0.9370 1.5 0.8 0.3
H 1.5384 1.8641 -1.1110 -1.2 -0.6 0.2
H -0.3149 -2.3204 1.0546 -0.1 0.7 -0.5
H -1.1143 -3.0127 -1.4986 0.6 -0.3 -0.4
```
Forces are in eV/Å.

- HOMO: -9.27 eV
- Frontier orbital gap: 10.003 eV
- Structure (SMILES): C[C@H](O)OPC(F)F


(7)
The following is a quantum chemistry calculation of a 2-piece molecular cluster, C3H7F3O overall in a non-equilibrium geometry, from OMol25.

Structure (XYZ):
```
14
Properties=species:S:1:pos:R:3:forces:R:3
C 1.7312 -0.9450 0.7794 -0.3 -0.5 -0.1
C 0.4582 -0.1991 0.3315 -0.2 -1.2 0.6
C 0.7056 0.5034 -0.9747 -0.9 -0.8 2.8
F 1.6615 1.3543 -0.7821 2.1 2.3 -0.2
F 1.1056 -0.3257 -1.9066 0.0 -0.9 -1.6
F -0.3749 1.1658 -1.3459 -1.0 0.5 -1.1
H 1.5398 -1.4409 1.7459 0.2 0.2 -0.4
H 2.6475 -0.3379 0.8709 -0.6 0.0 -0.1
H 1.8980 -1.7205 0.0131 0.3 0.2 0.5
H -0.3099 -0.9678 0.1200 0.2 0.4 0.3
H 0.0599 0.4662 1.1215 0.3 0.0 -0.7
O -3.6271 1.1521 0.2122 -0.2 -1.1 -0.6
H -3.4456 0.9644 -0.7365 -0.2 0.2 1.0
H -4.0498 0.3307 0.5511 0.4 0.9 -0.4
```
Forces are in eV/Å.

- HOMO: -11.59 eV
- Frontier orbital gap: 12.348 eV
- Structure (SMILES): CCC(F)(F)F.O


(8)
The following is a quantum chemistry calculation of a 2-piece molecular cluster, C3H7FINO overall in a non-equilibrium geometry, from OMol25.

Structure (XYZ):
```
14
Properties=species:S:1:pos:R:3:forces:R:3
C 0.6438 2.5883 -0.5232 -2.6 0.2 -0.8
C 0.1387 -2.6824 0.2731 -0.6 3.0 -0.3
C -1.1470 -0.6188 0.3454 0.6 -1.0 -0.3
N 1.1524 1.4148 -0.0343 0.5 -2.4 0.9
O -0.5543 -1.5953 1.0511 -0.1 -0.1 -0.4
F -1.2529 -0.9309 -0.9742 0.3 0.2 0.3
I -3.0538 0.1326 0.9559 -0.1 0.0 0.4
H 0.4238 3.3690 0.1707 0.7 1.0 0.7
H 1.3675 2.8138 -1.2810 0.2 1.1 -1.0
H -0.3680 2.3943 -0.9184 0.5 0.0 -0.8
H 0.8174 -2.1365 -0.3894 0.2 -0.5 0.1
H -0.6277 -3.1249 -0.3108 -0.4 -1.0 -0.4
H 0.6388 -3.2969 0.9730 0.2 -0.5 0.7
H 1.8215 1.6729 0.6621 0.8 -0.1 0.9
```
Forces are in eV/Å.

- HOMO (spin up / spin down): -9.61 / -7.56 eV
- Frontier orbital gap (spin up / spin down): 9.570 / 7.546 eV


(9)
The following is a quantum chemistry calculation of a 2-piece molecular cluster, C3H7FINO overall in a non-equilibrium geometry, from OMol25.

Structure (XYZ):
```
14
Properties=species:S:1:pos:R:3:forces:R:3
C -0.9195 1.6915 0.4711 2.6 0.2 0.3
C -0.0067 -2.2221 -0.3982 -2.0 -2.1 -1.2
C 1.6762 -0.9987 0.5436 0.1 1.4 1.6
N -0.6360 1.0487 -0.7842 -1.3 -1.4 -0.1
O 1.1167 -1.5839 -0.4587 0.4 -0.6 -0.5
F 0.7789 -0.7454 1.5618 0.9 -0.1 -0.8
I 2.8717 0.6077 -0.1014 0.0 0.1 0.3
H -1.7927 2.2909 0.6116 -1.0 0.3 -0.4
H -0.8682 0.9441 1.2863 0.0 0.5 -0.2
H -0.0400 2.3861 0.5386 -0.8 -0.4 0.8
H -0.0618 1.5186 -1.4676 -0.6 -0.2 0.0
H -0.6689 -2.2973 0.4593 0.6 0.5 0.1
H -0.1227 -2.9759 -1.1961 0.1 0.8 0.4
H -1.3269 0.3358 -1.0659 1.0 1.0 -0.3
```
Forces are in eV/Å.

- HOMO (spin up / spin down): -8.08 / -8.09 eV
- Frontier orbital gap (spin up / spin down): 8.059 / 7.774 eV


(10)
The following is a quantum chemistry calculation of C3H7FN2O as an isolated structure in a non-equilibrium geometry, from OMol25.

Structure (XYZ):
```
14
Properties=species:S:1:pos:R:3:forces:R:3
C -0.0675 -0.2268 -0.0702 1.7 -0.2 2.1
C -0.4423 -1.0645 1.2265 -0.8 0.2 1.8
C 1.4466 0.0848 -0.1606 0.1 -3.5 -3.1
H 0.2088 1.5063 -1.6574 1.7 0.9 -0.6
H -1.2324 1.8297 -2.3148 1.4 -3.1 1.5
H 0.3505 -0.8491 2.1232 -2.1 -0.1 -2.2
H -0.3601 -2.2283 1.1142 -0.3 2.2 -0.3
H -2.2009 0.3367 1.1305 1.8 -5.2 2.3
H 1.6062 1.1147 0.0661 0.5 0.8 0.2
H 1.9871 -0.3107 -1.1520 -1.6 1.7 1.4
N -0.5539 0.9701 -1.9922 -1.7 2.4 0.7
N -0.9343 0.3766 -0.7291 -2.6 -0.4 -1.7
O -1.8674 -0.7731 1.6970 1.2 4.3 -3.3
F 2.0594 -0.7664 0.7188 0.8 0.1 1.2
```
Forces are in eV/Å.

- HOMO: -9.76 eV
- Frontier orbital gap: 10.471 eV


Record order is preserved below.
Calculated total energy: -1182.1477 -1106.3715 -1052.0064 -1412.8085 -372.9424 -810.0306 -493.3563 -645.8826 -645.8951 -402.9536 Ha